# 1
The following is a DFT calculation (the ωB97M-V functional and the def2-TZVPD basis) of C49H49GaIN8O14S as an isolated structure in a non-equilibrium geometry.

CARTESIAN COORDINATES (ANGSTROEM)
C  2.234  -6.896  -0.473
C  1.668  -5.851  -0.717
Ga  0.725  -4.137  -1.217
C  1.236  -2.657  0.072
C  -0.003  -1.814  0.445
C  -0.040  -0.459  -0.261
C  -1.487  0.066  -0.335
C  -2.230  -0.603  -1.492
C  -3.688  -0.115  -1.612
C  -4.651  -1.120  -0.959
S  -5.153  -2.266  -2.273
C  -5.453  -3.789  -1.493
N  -6.502  -4.509  -1.722
N  -6.350  -5.670  -0.983
C  -5.228  -5.557  -0.364
O  -4.588  -4.401  -0.638
C  1.383  -3.721  -3.146
C  0.282  -3.335  -4.017
O  -0.135  -2.237  -4.217
I  -0.745  -4.992  -5.032
H  2.827  -7.780  -0.515
H  -0.872  -4.313  -1.198
H  1.990  -1.996  -0.370
H  1.697  -3.107  0.955
H  -0.011  -1.624  1.526
H  -0.906  -2.383  0.206
H  0.286  -0.597  -1.299
H  0.621  0.254  0.221
H  -1.970  -0.156  0.625
H  -1.481  1.147  -0.497
H  -1.678  -0.357  -2.402
H  -2.223  -1.689  -1.392
H  -3.938  -0.025  -2.671
H  -3.782  0.862  -1.135
H  -4.186  -1.628  -0.114
H  -5.539  -0.612  -0.579
H  -4.825  -6.286  0.318
H  1.813  -4.662  -3.495
H  2.167  -2.964  -3.155
C  -3.539  -4.519  2.846
C  -2.179  -4.518  2.563
C  -1.262  -4.282  3.577
C  -1.732  -4.054  4.857
C  -3.083  -4.050  5.157
C  -3.992  -4.287  4.140
N  -0.767  -3.816  5.943
O  0.414  -3.805  5.663
O  -1.208  -3.645  7.066
H  -4.256  -4.713  2.060
H  -1.822  -4.702  1.556
H  -0.202  -4.278  3.367
H  -3.420  -3.871  6.167
H  -5.050  -4.291  4.356
C  -1.085  6.888  1.817
C  -0.611  5.853  2.615
C  -0.208  4.659  2.039
C  -0.297  4.526  0.665
C  -0.777  5.536  -0.145
C  -1.167  6.730  0.439
N  0.158  3.280  0.031
O  0.589  2.397  0.748
O  0.097  3.208  -1.180
H  -1.386  7.824  2.270
H  -0.546  5.978  3.687
H  0.169  3.848  2.646
H  -0.839  5.404  -1.213
H  -1.532  7.533  -0.183
C  -7.934  0.455  7.777
C  -7.359  -0.533  8.566
C  -6.986  -1.743  8.003
C  -7.197  -1.936  6.650
C  -7.771  -0.969  5.847
C  -8.141  0.236  6.421
N  -6.785  -3.212  6.043
O  -6.296  -4.054  6.768
O  -6.948  -3.344  4.846
H  -8.218  1.400  8.220
H  -7.197  -0.361  9.621
H  -6.537  -2.519  8.604
H  -7.923  -1.151  4.793
H  -8.589  1.006  5.808
C  4.174  1.996  -1.235
C  5.536  1.952  -1.500
C  6.450  2.146  -0.476
C  5.974  2.384  0.801
C  4.621  2.434  1.086
C  3.716  2.236  0.054
N  6.941  2.582  1.893
O  8.125  2.553  1.614
O  6.504  2.764  3.012
H  3.463  1.832  -2.035
H  5.886  1.761  -2.504
H  7.512  2.113  -0.669
H  4.278  2.617  2.093
H  2.655  2.261  0.248
C  2.633  5.714  -5.557
C  1.620  6.278  -6.321
C  0.529  6.869  -5.704
C  0.481  6.886  -4.322
C  1.477  6.328  -3.542
C  2.561  5.736  -4.170
N  -0.673  7.512  -3.657
O  -1.561  7.960  -4.350
O  -0.669  7.531  -2.439
H  3.482  5.252  -6.043
H  1.676  6.255  -7.401
H  -0.268  7.305  -6.287
H  1.408  6.348  -2.464
H  3.347  5.290  -3.577
C  9.039  -2.868  -4.249
C  7.685  -3.063  -4.486
C  6.844  -1.974  -4.651
C  7.386  -0.704  -4.577
C  8.730  -0.486  -4.337
C  9.560  -1.583  -4.172
N  6.496  0.453  -4.760
O  5.318  0.236  -4.942
O  6.992  1.566  -4.711
H  9.691  -3.722  -4.123
H  7.279  -4.064  -4.541
H  5.788  -2.112  -4.831
H  9.121  0.519  -4.278
H  10.614  -1.434  -3.983

Total energy in Eh: -6008.0932
Spin multiplicity: 1
Gap between HOMO and LUMO in eV: 6.035
ΔE to the lowest compared entry with this formula, charge and spin in kJ/mol: 0.0
Strongest force on any atom in eV Å⁻¹: 1.43
Net charge: -1

=====

# 2
The following is a DFT calculation (the ωB97M-V functional and the def2-TZVPD basis) of C49H49N2O3P2RhS as an isolated structure in a non-equilibrium geometry.

CARTESIAN COORDINATES (ANGSTROEM)
Rh  10.904  14.935  10.424
C  10.456  11.504  10.886
N  10.837  11.897  12.249
C  9.933  12.803  12.984
P  9.982  14.557  12.371
C  8.205  15.021  12.614
C  7.799  16.236  13.154
C  6.450  16.467  13.430
C  5.496  15.549  13.017
C  5.905  14.468  12.247
C  7.249  14.155  12.053
C  10.876  15.436  13.678
C  10.502  15.257  14.982
C  11.410  15.497  16.014
C  12.664  16.090  15.752
C  12.952  16.369  14.414
C  12.071  16.088  13.364
C  12.098  11.583  12.796
C  12.630  10.241  12.688
C  13.638  9.816  13.543
C  14.266  10.713  14.432
C  13.827  12.040  14.426
C  12.901  12.500  13.529
P  10.552  12.919  9.585
C  9.037  12.985  8.658
C  8.086  14.032  8.798
C  6.874  13.976  8.163
C  6.571  12.944  7.286
C  7.568  12.017  7.021
C  8.797  12.012  7.714
C  11.792  12.287  8.460
C  12.932  11.692  9.003
C  13.951  11.212  8.161
C  13.880  11.428  6.803
C  12.801  12.145  6.288
C  11.775  12.576  7.080
H  9.393  11.151  10.966
H  11.076  10.617  10.598
H  10.282  12.728  14.042
H  8.907  12.490  12.959
H  8.553  16.936  13.430
H  6.172  17.460  13.874
H  4.406  15.658  13.237
H  5.120  13.895  11.752
H  7.520  13.226  11.530
H  9.455  14.944  15.256
H  11.092  15.287  17.050
H  13.356  16.255  16.549
H  13.846  16.911  14.096
H  12.343  16.419  12.378
H  12.163  9.529  12.008
H  13.946  8.806  13.496
H  15.121  10.404  15.021
H  14.247  12.759  15.114
H  12.770  13.569  13.516
H  8.313  14.808  9.510
H  6.047  14.702  8.412
H  5.607  12.842  6.745
H  7.361  11.263  6.196
H  9.534  11.165  7.536
H  13.091  11.678  10.099
H  14.734  10.643  8.651
H  14.661  11.066  6.110
H  12.785  12.459  5.227
H  10.971  13.106  6.598
C  15.299  15.953  9.615
S  13.624  16.462  9.997
C  13.617  18.051  9.066
O  12.721  15.528  9.155
H  16.013  16.688  10.005
H  15.456  15.818  8.528
H  15.427  15.009  10.092
H  14.557  18.522  9.261
H  12.800  18.687  9.486
H  13.489  17.878  7.981
C  14.326  22.383  13.527
C  13.499  22.133  12.260
C  13.934  22.827  11.139
C  13.315  22.593  9.918
C  12.171  21.843  9.904
C  11.747  21.069  11.037
N  10.702  20.188  11.006
C  9.746  20.092  10.032
C  9.104  21.208  9.477
C  8.322  21.106  8.329
C  8.085  19.850  7.752
C  8.567  18.676  8.372
C  9.455  18.808  9.478
C  10.105  17.597  10.086
O  10.639  17.637  11.231
O  10.190  16.578  9.307
C  12.446  21.237  12.228
C  12.052  20.453  13.481
H  15.190  22.964  13.220
H  14.695  21.431  13.918
H  13.792  22.901  14.314
H  14.783  23.491  11.254
H  13.735  23.017  9.005
H  11.639  21.695  8.969
H  10.740  19.352  11.604
H  9.183  22.199  9.930
H  7.907  22.013  7.882
H  7.420  19.724  6.886
H  8.431  17.701  7.950
H  10.987  20.453  13.604
H  12.500  20.910  14.315
H  12.413  19.411  13.386

Total energy in Eh: -3422.6362
Spin multiplicity: 5
Gap between HOMO and LUMO (alpha / beta) in eV: 5.780 / 2.059
Strongest force on any atom in eV Å⁻¹: 3.75
Net charge: +2

=====

# 3
The following is a DFT calculation (the ωB97M-V functional and the def2-TZVPD basis) of C49H49NO3PRuSSb as an isolated structure in a non-equilibrium geometry.

CARTESIAN COORDINATES (ANGSTROEM)
Ru  -0.277  0.332  0.204
O  -0.776  -3.255  2.579
S  -0.124  -2.007  2.321
O  -0.858  -0.804  2.727
O  0.389  -1.846  0.932
C  1.337  -1.860  3.317
C  1.798  -2.838  4.174
C  2.902  -2.571  4.968
C  3.519  -1.331  4.892
C  3.046  -0.353  4.028
C  1.934  -0.602  3.229
P  1.265  0.651  2.043
C  2.921  1.107  1.355
C  3.295  0.421  0.198
C  4.541  0.618  -0.377
C  5.427  1.516  0.198
C  5.068  2.204  1.348
C  3.822  2.002  1.923
C  0.836  2.095  3.067
C  0.318  3.187  2.365
C  -0.041  4.348  3.025
C  0.093  4.421  4.406
C  0.566  3.327  5.114
C  0.936  2.164  4.452
H  1.276  -3.786  4.212
H  3.285  -3.324  5.643
H  4.383  -1.119  5.509
H  3.544  0.605  3.990
H  2.601  -0.294  -0.238
H  4.829  0.073  -1.268
H  6.390  1.700  -0.261
H  5.761  2.907  1.794
H  3.531  2.577  2.796
H  0.184  3.107  1.291
H  -0.438  5.186  2.467
H  -0.188  5.324  4.931
H  0.639  3.375  6.193
H  1.285  1.308  5.014
C  2.645  0.322  -3.694
C  1.525  0.950  -4.481
C  1.309  0.577  -5.804
C  0.295  1.153  -6.554
C  -0.522  2.117  -5.984
C  -0.324  2.493  -4.663
C  0.696  1.920  -3.909
Sb  0.916  2.485  -1.840
C  -0.580  4.064  -1.884
C  -1.822  3.594  -1.450
C  -2.889  4.449  -1.229
C  -2.720  5.806  -1.451
C  -1.520  6.269  -1.966
C  -0.439  5.420  -2.212
C  0.777  6.007  -2.879
C  2.717  3.667  -2.083
C  3.510  3.512  -3.213
C  4.722  4.179  -3.326
C  5.146  5.007  -2.300
C  4.338  5.195  -1.188
C  3.117  4.541  -1.069
C  2.204  4.842  0.087
H  3.030  -0.561  -4.202
H  2.297  0.015  -2.708
H  3.468  1.029  -3.558
H  1.944  -0.179  -6.253
H  0.142  0.852  -7.582
H  -1.322  2.569  -6.557
H  -0.982  3.225  -4.215
H  -1.950  2.527  -1.306
H  -3.836  4.059  -0.876
H  -3.526  6.499  -1.247
H  -1.417  7.322  -2.204
H  0.485  6.877  -3.467
H  1.248  5.284  -3.540
H  1.524  6.332  -2.153
H  3.168  2.888  -4.031
H  5.326  4.053  -4.216
H  6.093  5.527  -2.373
H  4.659  5.870  -0.402
H  2.673  5.526  0.793
H  1.949  3.929  0.619
H  1.273  5.295  -0.266
C  -4.590  1.352  0.866
C  -3.372  0.636  0.271
C  -3.470  -0.863  0.565
C  -2.102  1.235  0.859
H  -5.511  0.947  0.444
H  -4.564  2.424  0.654
H  -4.613  1.213  1.949
H  -3.387  0.788  -0.813
H  -3.507  -1.028  1.644
H  -2.600  -1.395  0.180
H  -4.361  -1.303  0.113
H  -2.040  0.981  1.920
H  -2.078  2.321  0.755
N  -1.046  -0.071  -1.468
C  -0.823  -0.991  -2.410
C  -1.574  -0.987  -3.618
C  -1.358  -1.934  -4.593
C  -0.398  -2.929  -4.425
C  0.342  -2.972  -3.246
C  0.153  -2.028  -2.263
H  -2.325  -0.218  -3.750
H  -1.942  -1.908  -5.505
H  -0.233  -3.668  -5.199
H  1.082  -3.749  -3.097
H  0.705  -2.083  -1.337

Total energy in Eh: -3251.6465
Spin multiplicity: 5
Gap between HOMO and LUMO (alpha / beta) in eV: 7.456 / 7.403
ΔE to the lowest compared entry with this formula, charge and spin in kJ/mol: 143.8
Strongest force on any atom in eV Å⁻¹: 1.87

=====

# 4
The following is a DFT calculation (the ωB97M-V functional and the def2-TZVPD basis) of C49H50AsGe2OS12SbTc as an isolated structure in a non-equilibrium geometry.

CARTESIAN COORDINATES (ANGSTROEM)
Tc  0.211  0.065  -0.143
S  0.272  5.004  1.451
Sb  -0.753  3.037  1.780
S  0.804  1.146  1.787
S  -1.215  2.068  -0.531
S  -2.472  2.707  3.164
C  9.220  -3.278  -0.896
C  7.802  -3.757  -1.090
C  6.911  -3.819  -0.028
C  5.611  -4.296  -0.189
C  4.665  -4.341  0.986
C  5.201  -4.717  -1.457
C  6.071  -4.624  -2.551
C  5.610  -5.022  -3.930
C  7.359  -4.150  -2.349
C  3.868  -5.376  -1.650
C  3.864  -6.768  -1.552
C  2.707  -7.499  -1.752
C  1.529  -6.846  -2.067
C  1.485  -5.459  -2.162
C  2.661  -4.717  -1.944
Ge  2.536  -2.769  -2.003
S  1.092  -2.288  -0.240
S  1.796  -1.714  -3.799
Ge  3.038  -0.056  -2.846
S  1.487  1.098  -1.801
S  4.340  -1.534  -1.730
C  4.194  1.159  -3.868
C  5.013  1.982  -3.079
C  5.894  2.867  -3.689
C  5.973  2.944  -5.068
C  5.168  2.135  -5.850
C  4.268  1.235  -5.276
C  3.414  0.456  -6.230
C  3.922  -0.698  -6.836
C  5.253  -1.269  -6.415
C  3.157  -1.349  -7.798
C  1.905  -0.880  -8.171
C  1.090  -1.572  -9.236
C  1.408  0.253  -7.539
C  2.140  0.933  -6.573
C  1.546  2.150  -5.905
C  4.993  1.874  -1.588
C  4.117  2.638  -0.811
C  3.188  3.673  -1.401
C  4.127  2.465  0.574
C  4.982  1.567  1.193
C  4.961  1.373  2.687
C  5.869  0.843  0.401
C  5.897  0.991  -0.975
C  6.928  0.251  -1.791
C  0.185  -4.828  -2.548
C  -0.830  -4.604  -1.611
C  -0.685  -4.957  -0.148
C  -2.042  -4.071  -2.045
C  -2.270  -3.771  -3.376
C  -3.578  -3.172  -3.825
C  -1.260  -4.037  -4.298
C  -0.040  -4.567  -3.912
C  1.009  -4.897  -4.947
H  9.430  -3.082  0.156
H  9.405  -2.361  -1.455
H  9.934  -4.024  -1.252
H  7.233  -3.496  0.958
H  5.163  -4.010  1.898
H  4.276  -5.349  1.147
H  3.803  -3.686  0.824
H  5.249  -6.052  -3.948
H  6.420  -4.924  -4.653
H  4.782  -4.387  -4.262
H  8.037  -4.084  -3.197
H  4.798  -7.272  -1.323
H  2.725  -8.580  -1.669
H  0.617  -7.409  -2.238
H  6.524  3.492  -3.064
H  6.661  3.641  -5.534
H  5.215  2.201  -6.932
H  5.167  -1.741  -5.428
H  6.020  -0.498  -6.335
H  5.591  -2.025  -7.124
H  3.554  -2.246  -8.268
H  1.597  -2.463  -9.608
H  0.908  -0.906  -10.083
H  0.117  -1.871  -8.843
H  0.424  0.626  -7.811
H  0.785  2.604  -6.540
H  2.303  2.900  -5.676
H  1.061  1.879  -4.960
H  3.107  3.590  -2.484
H  3.554  4.677  -1.165
H  2.190  3.584  -0.971
H  3.434  3.048  1.176
H  4.251  2.050  3.161
H  5.950  1.553  3.118
H  4.671  0.350  2.935
H  6.552  0.139  0.871
H  7.399  -0.519  -1.184
H  7.703  0.937  -2.145
H  6.497  -0.226  -2.673
H  0.338  -5.216  0.121
H  -1.323  -5.812  0.094
H  -1.008  -4.125  0.481
H  -2.816  -3.858  -1.315
H  -4.173  -2.843  -2.974
H  -4.162  -3.901  -4.394
H  -3.404  -2.309  -4.471
H  -1.432  -3.818  -5.347
H  0.668  -4.605  -5.940
H  1.224  -5.970  -4.957
H  1.952  -4.380  -4.754
S  -3.209  1.528  -0.390
As  -2.833  -0.717  -0.460
S  -1.248  -0.773  -1.939
S  -1.555  -1.038  1.244
S  -4.598  -1.762  -0.663
O  2.924  -0.703  1.066
C  1.879  -0.846  0.562

Total energy in Eh: -13461.8377
Spin multiplicity: 1
Gap between HOMO and LUMO in eV: 5.862
ΔE to the lowest compared entry with this formula, charge and spin in kJ/mol: 0.0
Strongest force on any atom in eV Å⁻¹: 1.29
Net charge: -1